# 1
Below is C3H6O2 in the gas phase, with properties calculated with the ωB97M-V functional and the def2-TZVPD basis.

Results
Spin multiplicity   1
HOMO level   -0.373 hartree
Structure (SMILES)   OC[C@H]1CO1
Charge   0
Frontier orbital gap   0.407 Ha
ΔE to the lowest compared entry with this formula, charge and spin   50.4 kcal per mole

Each line ends with the Mulliken charge.
Element x y z (Å)
O (0.01, 1.68, -0.72)  -0.5138
C (0.90, 0.74, -0.16)  -0.5951
C (0.24, -0.41, 0.60)  0.3091
C (-1.09, -0.89, 0.25)  -0.3976
O (0.06, -1.60, -0.15)  -0.4233
H (-0.44, 1.27, -1.47)  0.3085
H (1.53, 0.27, -0.93)  0.2574
H (1.55, 1.30, 0.51)  0.3308
H (0.59, -0.57, 1.62)  0.3579
H (-1.64, -0.39, -0.55)  0.1133
H (-1.72, -1.39, 0.99)  0.2529

=====

# 2
Below is a molecular structure, C18H22BrO2S2Tc, with properties calculated with the ωB97M-V functional and the def2-TZVPD basis.

Results
Spin multiplicity   4
HOMO level (alpha / beta)   -0.382 / -0.392 hartree
Charge   +1
Frontier orbital gap (alpha / beta)   0.268 / 0.230 Ha

Each line ends with the Mulliken charge.
Element x y z (Å)
Tc (0.04, -0.39, 0.62)  -0.3221
C (1.94, 3.34, 2.81)  -1.6883
C (0.99, 2.28, 2.29)  0.7367
S (1.76, 1.00, 1.39)  -0.2282
C (-0.34, 2.30, 2.49)  0.5664
C (-1.08, 3.37, 3.24)  -1.3551
S (-1.35, 1.02, 1.86)  -0.3182
H (2.96, 3.08, 2.56)  0.4466
H (1.85, 3.43, 3.89)  0.3789
H (1.71, 4.31, 2.36)  0.3559
H (-0.40, 4.13, 3.62)  0.3933
H (-1.63, 2.94, 4.07)  0.3064
H (-1.80, 3.85, 2.58)  0.3135
C (-2.11, -2.10, -1.06)  -0.9575
O (-1.68, -1.83, 0.28)  -0.1352
C (-1.57, -3.00, 1.09)  -0.4355
C (-1.15, -2.57, 2.48)  -0.6259
O (0.11, -1.89, 2.43)  -0.2908
C (1.25, -2.69, 2.72)  -0.9016
H (-3.09, -2.58, -1.04)  0.3433
H (-1.40, -2.75, -1.57)  0.3726
H (-2.18, -1.14, -1.57)  0.2956
H (-0.84, -3.69, 0.65)  0.3347
H (-2.54, -3.50, 1.14)  0.4050
H (-1.09, -3.43, 3.15)  0.4551
H (-1.87, -1.85, 2.87)  0.2767
H (1.21, -3.04, 3.76)  0.2652
H (2.12, -2.05, 2.60)  0.2770
H (1.33, -3.55, 2.05)  0.4013
Br (1.59, -1.97, -0.71)  -0.0864
C (1.38, -1.05, -2.39)  0.9984
C (2.03, -1.54, -3.48)  -0.8037
C (1.89, -0.87, -4.71)  -0.5715
C (1.10, 0.24, -4.78)  -0.9377
C (0.42, 0.74, -3.65)  0.8660
C (-0.41, 1.88, -3.74)  -0.7703
C (-1.07, 2.35, -2.64)  -1.1132
C (-0.92, 1.71, -1.40)  0.2175
C (-0.13, 0.59, -1.23)  0.1118
C (0.55, 0.09, -2.39)  1.0103
H (2.65, -2.43, -3.40)  0.4373
H (2.41, -1.24, -5.58)  0.4016
H (0.99, 0.77, -5.72)  0.4010
H (-0.50, 2.38, -4.70)  0.4069
H (-1.70, 3.22, -2.71)  0.4264
H (-1.44, 2.12, -0.55)  0.3399

=====

# 3
Below is 2 unconnected molecules or ions with the total composition C3H6O2S, with properties calculated with the ωB97M-V functional and the def2-TZVPD basis.

Results
Spin multiplicity   1
HOMO level (alpha / beta)   -0.350 / -0.350 hartree
Charge   0
Frontier orbital gap (alpha / beta)   0.330 / 0.330 Ha
ΔE to the lowest compared entry with this formula, charge and spin   108.8 kcal per mole

Each line ends with the Mulliken charge.
Element x y z (Å)
C (1.69, -0.08, 0.30)  -0.9155
C (0.39, 0.39, -0.13)  0.7983
C (-0.94, 0.86, 0.29)  -0.2278
O (-0.42, -1.48, -0.90)  -0.8332
O (-1.69, -0.27, 0.76)  -0.5739
S (1.53, 0.96, -1.28)  -0.0698
H (2.19, 0.32, 1.11)  0.2807
H (2.00, -1.08, 0.20)  0.2562
H (-1.50, 1.17, -0.54)  0.3032
H (-0.74, 1.54, 1.09)  0.2993
H (-1.22, -1.26, -1.27)  0.2460
H (-1.29, -1.07, 0.39)  0.4365

=====

# 4
Below is C4H6N2OS in the gas phase, with properties calculated with the ωB97M-V functional and the def2-TZVPD basis.

Results
Spin multiplicity   1
HOMO level   -0.356 hartree
Structure (SMILES)   O=C1CN=C(CS)N1
Charge   0
Frontier orbital gap   0.379 Ha
ΔE to the lowest compared entry with this formula, charge and spin   23.7 kcal per mole

Each line ends with the Mulliken charge.
Element x y z (Å)
O (2.60, -1.54, -0.04)  -0.6209
C (1.67, -0.75, -0.04)  0.3236
C (1.74, 0.74, -0.30)  -0.2312
N (0.36, 1.24, -0.23)  -0.5304
C (-0.32, 0.25, 0.16)  0.3571
C (-1.76, 0.42, 0.54)  -0.5069
S (-2.73, -0.84, -0.28)  -0.2366
N (0.33, -0.98, 0.23)  -0.0585
H (2.09, 0.94, -1.30)  0.2566
H (2.48, 1.13, 0.40)  0.2479
H (-2.04, 1.42, 0.18)  0.2672
H (-1.98, 0.34, 1.57)  0.3308
H (-2.46, -0.52, -1.57)  0.1475
H (0.02, -1.84, 0.69)  0.2538

=====

# 5
Below is C4H7NO in the gas phase, with properties calculated with the ωB97M-V functional and the def2-TZVPD basis.

Results
Spin multiplicity   1
HOMO level   -0.322 hartree
Structure (SMILES)   CN1CC(=O)C1
Charge   0
Frontier orbital gap   0.356 Ha
ΔE to the lowest compared entry with this formula, charge and spin   48.5 kcal per mole

Each line ends with the Mulliken charge.
Element x y z (Å)
C (1.13, -0.84, 0.93)  -0.9001
N (0.49, -0.09, -0.12)  -0.0309
C (-0.61, -0.58, -0.94)  -0.4187
C (-1.25, 0.80, -0.78)  0.3940
O (-2.25, 1.34, -1.19)  -0.5395
C (-0.09, 1.23, 0.13)  -0.4233
H (2.11, -0.41, 1.15)  0.2910
H (0.58, -0.88, 1.89)  0.3282
H (1.30, -1.87, 0.60)  0.3402
H (-0.32, -0.79, -1.98)  0.2055
H (-1.21, -1.42, -0.58)  0.2795
H (-0.38, 1.46, 1.16)  0.2519
H (0.50, 2.06, -0.27)  0.2221

=====

# 6
Below is a molecular structure, C16H16CoN4Se3, with properties calculated with the ωB97M-V functional and the def2-TZVPD basis.

Results
Spin multiplicity   2
HOMO level (alpha / beta)   -0.533 / -0.533 hartree
Charge   +2
Frontier orbital gap (alpha / beta)   0.246 / 0.279 Ha

Each line ends with the Mulliken charge.
Element x y z (Å)
Co (-0.66, -0.64, -0.36)  -0.1931
Se (4.74, 4.68, -0.38)  0.4051
N (4.79, 2.93, -0.35)  -0.8081
C (3.56, 2.50, -0.32)  0.7884
C (3.19, 1.10, -0.33)  0.4389
C (4.12, 0.06, -0.35)  -0.4152
C (3.67, -1.24, -0.43)  -1.0380
C (2.30, -1.48, -0.48)  -0.0525
N (1.40, -0.50, -0.42)  -0.5080
C (1.83, 0.77, -0.34)  0.0185
C (0.81, 1.80, -0.31)  0.3266
N (-0.47, 1.38, -0.28)  -0.4552
C (-1.45, 2.29, -0.28)  0.2302
C (-1.20, 3.66, -0.31)  -0.9199
C (0.11, 4.10, -0.32)  -0.4234
C (1.14, 3.16, -0.31)  0.4558
C (2.54, 3.52, -0.33)  0.7797
N (2.98, 4.75, -0.36)  -0.8072
H (5.18, 0.30, -0.32)  0.5767
H (4.36, -2.07, -0.47)  0.4557
H (1.93, -2.49, -0.59)  0.7413
H (-2.46, 1.92, -0.23)  0.3573
H (-2.03, 4.35, -0.31)  0.4478
H (0.35, 5.15, -0.34)  0.5804
C (-4.90, -0.83, -0.84)  -0.9661
Se (-3.09, -0.74, -0.13)  0.4864
C (-3.08, -2.30, 1.06)  -0.7951
C (-2.49, -3.50, 0.35)  -0.6922
Se (-0.62, -3.17, -0.13)  0.1798
C (0.18, -3.53, 1.61)  -0.9683
H (-5.57, -0.62, -0.02)  0.3626
H (-5.09, -1.81, -1.28)  0.3479
H (-4.99, -0.06, -1.60)  0.3511
H (-4.10, -2.47, 1.40)  0.4709
H (-2.48, -2.01, 1.92)  0.3282
H (-3.01, -3.73, -0.57)  0.3585
H (-2.51, -4.38, 0.99)  0.4550
H (-0.03, -4.57, 1.86)  0.3885
H (-0.20, -2.87, 2.38)  0.3355
H (1.26, -3.40, 1.51)  0.3755

=====

# 7
Below is a molecular structure, C3H6Br2O2P, with properties calculated with the ωB97M-V functional and the def2-TZVPD basis.

Results
Spin multiplicity   1
HOMO level (alpha / beta)   -0.169 / -0.169 hartree
Charge   -1
Frontier orbital gap (alpha / beta)   0.278 / 0.280 Ha
ΔE to the lowest compared entry with this formula, charge and spin   64.7 kcal per mole

Each line ends with the Mulliken charge.
Element x y z (Å)
C (0.59, -1.00, -0.99)  -1.0957
C (-1.05, 0.83, 0.08)  -0.6215
C (-0.42, 3.07, 0.80)  -0.3649
O (1.59, 1.47, -0.57)  -0.8255
O (1.14, -0.01, 1.46)  -0.7846
P (0.73, 0.45, 0.10)  1.0155
Br (-0.35, 3.19, 2.58)  -0.0281
Br (-1.73, 4.31, -0.07)  -0.2266
H (0.71, -1.87, -0.34)  0.3102
H (-0.43, -1.19, -1.35)  0.3603
H (1.43, -1.05, -1.69)  0.2540
H (-1.48, 0.49, 1.05)  0.2809
H (-1.80, 0.76, -0.80)  0.3501
H (0.55, 3.12, 0.30)  0.3759

=====

# 8
Below is a molecular structure, C4H7Br3, with properties calculated with the ωB97M-V functional and the def2-TZVPD basis.

Results
Spin multiplicity   1
HOMO level (alpha / beta)   -0.301 / -0.289 hartree
Charge   0
Frontier orbital gap (alpha / beta)   0.307 / 0.272 Ha
ΔE to the lowest compared entry with this formula, charge and spin   81.2 kcal per mole

Each line ends with the Mulliken charge.
Element x y z (Å)
C (0.17, -0.98, -1.89)  -0.6077
C (0.47, -0.72, -0.52)  -0.5956
C (-1.82, 0.84, 1.41)  -0.5118
C (-1.95, -0.01, 0.27)  -0.1557
Br (-1.12, 2.56, 0.90)  -0.1423
Br (-2.84, -1.64, 0.84)  -0.0984
Br (-2.46, 0.64, -1.39)  -0.0494
H (0.18, -2.10, -1.93)  0.2863
H (0.51, -0.24, -2.58)  0.3506
H (-1.01, -0.94, -2.04)  0.1108
H (0.96, 0.16, -0.15)  0.3324
H (0.32, -1.51, 0.12)  0.3434
H (-2.79, 0.92, 1.93)  0.4374
H (-1.00, 0.51, 2.21)  0.3000

=====

| no. | molar mass (g/mol) |
| --- | --- |
| 1 | 74.08 |
| 2 | 512.41 |
| 3 | 106.15 |
| 4 | 130.17 |
| 5 | 85.11 |
| 6 | 560.14 |
| 7 | 264.86 |
| 8 | 294.81 |